Computed, not measured: C20H18N8S2W as an isolated structure, with ωB97M-V with the def2-TZVPD basis set.

Computed properties:
LUMO (spin up / spin down): -7.534 / -7.759 eV
Expectation value of S²: 2.058
Kohn-Sham gap (spin up / spin down): 6.231 / 6.234 eV

Geometry as ORCA input:
```
! wB97M-V def2-TZVPD RIJCOSX def2/J DEFGRID3
* xyz 2 3
W 1.52475 -0.82081 0.69667
N 3.46883 -1.81906 4.53369
C 3.14606 -1.63377 3.26137
S 2.04078 -0.27625 2.91539
N 3.68799 -2.38453 2.33912
N 3.28712 -2.04717 1.09564
C 3.90629 -2.53910 0.08019
C 3.49515 -2.05491 -1.22811
C 4.12615 -2.43057 -2.39989
C 3.70560 -1.86831 -3.59906
C 2.67205 -0.94275 -3.59445
C 2.08151 -0.60845 -2.39127
N 2.47509 -1.15066 -1.22991
H 3.08504 -1.24280 5.26321
H 4.14203 -2.53140 4.77377
H 4.73642 -3.22426 0.20660
H 4.93559 -3.14619 -2.37228
H 4.18492 -2.15102 -4.52653
H 2.32183 -0.48208 -4.50647
H 1.26936 0.10610 -2.33901
S -0.02027 -2.49295 0.69070
C -1.46824 -1.54967 0.35202
N -2.59903 -2.27078 0.40411
N -3.76843 -1.82478 0.29129
C -4.31451 -0.52283 0.01395
C -3.96985 0.18365 -1.12965
C -4.62163 1.37925 -1.37890
C -5.58307 1.85423 -0.49563
C -5.92279 1.12741 0.63695
C -5.30074 -0.08471 0.89030
N -1.39517 -0.24727 0.15519
N -0.19037 0.21075 0.23225
C 0.04157 1.60838 0.18517
C 1.39121 1.96388 0.15453
C 1.76852 3.29067 0.30108
C 0.78684 4.26083 0.45034
C -0.55574 3.90184 0.45713
C -0.94129 2.57512 0.34152
H -4.47569 -2.53850 0.45616
H -3.23229 -0.19618 -1.82098
H -4.38943 1.93734 -2.27559
H -6.08627 2.78831 -0.70495
H -6.68040 1.49183 1.31610
H -5.56825 -0.67219 1.75935
H 2.21663 1.26087 -0.06072
H 2.81431 3.56279 0.28117
H 1.06679 5.29916 0.55904
H -1.31241 4.66558 0.57322
H -1.98260 2.28594 0.38613
*
```